A 3-piece molecular cluster, C23H50B2N8O7P2 overall in a non-equilibrium geometry. Source: the Open Molecules 2025 dataset; level of theory: the ωB97M-V functional and the def2-TZVPD basis.

Results
E (a.u.): -2602.21661
HOMO-LUMO gap (eV): 2.51
HOMO level (eV): -10.99
Energy relative to the best compared isomer or geometry (same formula, charge and spin) (kJ/mol): 2030.6

The geometry in ORCA input format:
```
! wB97M-V def2-TZVPD RIJCOSX def2/J DEFGRID3
* xyz 2 1
C 4.38 -0.91 2.16
O 3.64 -2.10 2.62
B 2.41 -2.32 1.80
O 2.20 -3.60 1.06
N 1.39 -1.17 1.83
C 1.13 -0.30 0.60
C 0.07 0.95 0.70
C -0.72 1.28 2.13
C -1.72 2.58 2.15
C -2.83 2.99 1.01
C -3.69 4.39 1.26
N -3.49 5.31 2.46
O -4.24 6.46 2.51
B -3.38 7.56 1.96
O -2.64 8.50 2.84
O -3.26 7.77 0.48
C -2.49 4.96 3.57
C -1.56 3.60 3.47
C -0.43 0.28 3.41
C 0.66 -0.95 3.17
H 5.20 -0.66 2.99
H 3.71 0.07 2.08
H 4.95 -1.06 1.13
H 2.93 -3.64 0.35
H 1.69 -0.48 -0.43
H -0.13 1.62 -0.25
H -2.99 2.30 0.06
H -4.47 4.72 0.43
H -1.82 8.04 3.23
H -2.41 7.36 0.14
H -2.40 5.69 4.49
H -0.78 3.37 4.33
H -0.98 0.43 4.45
H 0.91 -1.68 4.05
O -2.64 -5.03 -0.59
P -2.33 -6.27 0.29
N -3.93 -6.76 0.44
C -4.99 -6.12 1.18
C -4.47 -7.41 -0.76
N -1.64 -5.35 1.52
C -2.19 -4.91 2.78
C -0.63 -4.37 1.09
N -1.98 -7.69 1.30
C -2.58 -8.09 2.55
C -0.57 -8.09 1.25
H -5.85 -6.79 1.29
H -5.32 -5.18 0.71
H -4.71 -5.91 2.21
H -4.17 -8.46 -0.77
H -4.10 -6.94 -1.68
H -5.57 -7.40 -0.81
H -3.11 -5.41 3.08
H -2.40 -3.83 2.81
H -1.47 -5.13 3.58
H -1.08 -3.42 0.79
H -0.06 -4.76 0.24
H 0.10 -4.18 1.89
H -2.29 -7.46 3.39
H -2.28 -9.12 2.81
H -3.67 -8.13 2.51
H 0.04 -7.52 1.95
H -0.16 -7.93 0.24
H -0.45 -9.16 1.46
O 3.25 2.91 -1.57
P 3.52 3.84 -2.77
N 2.22 4.87 -2.47
C 0.81 4.58 -2.62
C 2.44 5.80 -1.36
N 3.32 2.60 -3.90
C 2.20 2.26 -4.74
C 4.09 1.38 -3.63
N 3.82 4.91 -4.16
C 2.89 5.37 -5.19
C 5.17 4.77 -4.71
H 0.23 5.51 -2.58
H 0.44 3.89 -1.84
H 0.56 4.17 -3.59
H 3.02 6.66 -1.72
H 3.00 5.33 -0.55
H 1.51 6.20 -0.93
H 1.44 3.03 -4.81
H 1.70 1.34 -4.42
H 2.55 2.11 -5.77
H 3.54 0.70 -2.97
H 5.05 1.62 -3.15
H 4.33 0.84 -4.55
H 2.61 4.58 -5.89
H 3.34 6.17 -5.78
H 1.99 5.81 -4.77
H 5.23 3.94 -5.42
H 5.89 4.58 -3.90
H 5.50 5.68 -5.21
*
```